[1]
102
Properties=species:S:1:pos:R:3:lowdin_charge:R:1 method="wB97M-V/def2-TZVPD" de_lowest_ev=0.331 orbital_gap_ha=0.256 total_charge=+1
Ta -1.197 1.225 0.518 1.83
C 5.879 -1.946 0.975 -0.06
C 4.813 -2.610 1.847 -0.56
C 4.707 -4.087 1.442 -0.04
C 5.252 -2.508 3.314 -0.04
C 3.446 -1.948 1.685 -0.15
C 3.230 -0.862 0.844 -0.04
C 1.962 -0.326 0.730 -0.40
Se 1.622 1.162 -0.429 1.20
C 0.983 0.191 -1.958 -0.39
C 1.904 -0.387 -2.811 -0.04
C 1.471 -1.106 -3.917 -0.15
C 0.098 -1.189 -4.121 0.03
C -0.870 -0.617 -3.294 -0.07
C -0.391 0.080 -2.185 -0.27
O -1.225 0.687 -1.278 -0.29
C -2.341 -0.802 -3.704 -0.53
C -2.639 -2.304 -3.843 -0.04
C -2.556 -0.105 -5.057 -0.03
C -3.364 -0.233 -2.718 -0.07
C 2.430 -1.791 -4.888 -0.56
C 2.227 -1.212 -6.295 -0.04
C 3.891 -1.587 -4.486 -0.06
C 2.136 -3.298 -4.902 -0.04
C 0.888 -0.846 1.453 -0.27
O -0.328 -0.254 1.241 -0.30
C 1.060 -1.917 2.327 -0.07
C 2.354 -2.433 2.398 0.03
C -0.022 -2.573 3.196 -0.53
C -0.159 -4.047 2.780 -0.03
C -1.412 -1.935 3.101 -0.06
C 0.415 -2.490 4.668 -0.04
H 6.832 -2.454 1.122 0.09
H 6.022 -0.895 1.237 0.09
H 5.632 -2.012 -0.087 0.09
H 5.679 -4.572 1.549 0.09
H 4.389 -4.184 0.402 0.09
H 3.995 -4.630 2.066 0.08
H 6.228 -2.981 3.446 0.09
H 4.549 -3.007 3.983 0.08
H 5.334 -1.465 3.624 0.09
H 4.039 -0.430 0.271 0.10
H 2.958 -0.270 -2.601 0.10
H -0.250 -1.732 -4.989 0.11
H -2.022 -2.783 -4.604 0.08
H -3.683 -2.445 -4.129 0.09
H -2.472 -2.822 -2.897 0.09
H -1.907 -0.512 -5.832 0.08
H -2.356 0.966 -4.976 0.09
H -3.590 -0.236 -5.382 0.09
H -3.291 -0.720 -1.744 0.08
H -4.365 -0.425 -3.108 0.09
H -3.256 0.844 -2.591 0.08
H 2.429 -0.140 -6.307 0.09
H 1.208 -1.369 -6.655 0.08
H 2.906 -1.697 -6.999 0.09
H 4.167 -0.530 -4.485 0.09
H 4.536 -2.095 -5.204 0.09
H 4.101 -2.006 -3.499 0.09
H 1.116 -3.509 -5.228 0.08
H 2.269 -3.728 -3.907 0.09
H 2.816 -3.804 -5.589 0.09
H 2.518 -3.273 3.060 0.11
H -0.468 -4.127 1.736 0.09
H -0.914 -4.536 3.399 0.09
H 0.776 -4.595 2.899 0.08
H -1.830 -2.013 2.097 0.08
H -1.398 -0.885 3.399 0.08
H -2.078 -2.469 3.781 0.09
H 1.364 -2.996 4.847 0.08
H -0.337 -2.963 5.303 0.09
H 0.523 -1.450 4.982 0.09
O -1.067 1.918 2.566 -0.11
C -1.300 3.031 3.078 -0.10
C -1.434 4.247 2.357 -0.12
C -1.722 5.425 3.060 0.07
C -1.848 6.592 2.362 -0.13
C -1.666 6.640 0.979 0.06
C -1.377 5.491 0.279 0.04
C -1.286 4.272 0.954 -0.28
O -1.088 3.157 0.269 -0.22
N -2.190 7.828 3.088 -0.35
O -2.259 7.758 4.295 0.09
O -2.360 8.827 2.424 0.10
H -1.384 3.076 4.168 0.16
H -1.863 5.421 4.133 0.14
H -1.769 7.591 0.475 0.14
H -1.247 5.507 -0.794 0.14
Cl -5.437 5.894 3.513 0.71
C -4.913 4.430 2.752 -0.67
C -4.660 3.305 3.522 -0.09
C -4.184 2.153 2.913 -0.05
C -3.954 2.105 1.537 -0.32
C -3.319 0.911 0.893 -0.21
C -4.268 3.234 0.781 -0.05
C -4.742 4.392 1.377 -0.09
H -4.834 3.335 4.590 0.12
H -3.980 1.277 3.519 0.12
H -3.748 0.713 -0.096 0.06
H -3.437 0.004 1.494 0.07
H -4.124 3.215 -0.294 0.13
H -4.970 5.267 0.782 0.12



[2]
108
Properties=species:S:1:pos:R:3:lowdin_charge:R:1 method="wB97M-V/def2-TZVPD" de_lowest_ev=4.207 orbital_gap_ha=0.216 total_charge=+2
Hf 0.434 0.384 -0.101 1.42
O -0.855 1.212 3.650 0.15
C -0.263 1.121 2.609 -0.55
O -0.714 0.547 1.518 -0.24
C 1.156 1.653 2.482 -0.16
C 1.758 2.362 3.585 0.04
C 3.013 2.835 3.505 0.08
C 3.753 2.799 2.232 -0.21
C 5.307 2.894 2.149 -0.08
C 5.991 2.027 1.059 -0.15
C 5.290 0.757 0.731 -0.01
C 3.966 0.699 0.741 -0.03
C 3.104 1.861 1.152 -0.29
N 1.772 1.323 1.393 0.00
H 1.159 2.453 4.481 0.13
H 3.481 3.306 4.363 0.14
H 5.829 2.970 3.100 0.15
H 7.038 1.842 1.283 0.15
H 5.888 -0.112 0.478 0.12
H 3.429 -0.224 0.542 0.06
O -0.174 2.315 -0.368 -0.38
S -0.742 2.088 -1.739 0.57
O -2.161 2.018 -1.778 -0.20
O -0.092 0.779 -2.102 -0.46
C 0.010 3.316 -2.727 -0.27
C -0.712 4.314 -3.354 -0.02
C -0.016 5.328 -3.993 -0.03
C 1.372 5.334 -3.976 -0.02
C 2.084 4.319 -3.347 -0.05
C 1.410 3.283 -2.713 -0.31
P 2.359 1.889 -1.956 1.12
C 3.027 1.080 -3.445 -0.35
C 4.112 0.214 -3.270 -0.12
C 4.589 -0.536 -4.333 -0.06
C 3.969 -0.451 -5.573 -0.06
C 2.882 0.393 -5.748 -0.05
C 2.407 1.155 -4.691 -0.07
C 3.668 2.825 -1.099 -0.31
C 4.995 2.877 -1.181 -0.01
C 5.833 3.230 0.017 -0.14
C 5.204 4.077 1.151 -0.11
C 3.676 4.012 1.244 -0.06
C 3.001 3.118 0.203 -0.19
H -1.795 4.293 -3.334 0.13
H -0.559 6.118 -4.492 0.12
H 1.909 6.142 -4.456 0.12
H 3.166 4.328 -3.346 0.12
H 4.594 0.155 -2.298 0.10
H 5.446 -1.183 -4.199 0.11
H 4.334 -1.041 -6.402 0.12
H 2.402 0.462 -6.716 0.12
H 1.558 1.809 -4.843 0.11
H 5.524 2.559 -2.074 0.12
H 6.803 3.609 -0.293 0.15
H 5.662 5.042 1.348 0.15
H 3.157 4.931 1.504 0.16
H 1.958 3.406 0.066 0.13
N -1.295 -1.082 -0.403 -0.08
C -1.562 -2.114 -1.440 -0.19
C -0.445 -2.261 -2.468 -0.17
C 0.903 -2.548 -1.815 -0.24
N 1.600 -1.285 -1.439 -0.09
H -1.592 -1.478 0.539 0.05
H -1.935 -0.298 -0.554 0.08
H -2.495 -1.896 -1.958 0.13
H -1.673 -3.067 -0.927 0.11
H -0.371 -1.359 -3.076 0.10
H -0.706 -3.084 -3.134 0.13
H 1.533 -3.121 -2.499 0.13
H 0.762 -3.137 -0.909 0.07
H 1.781 -0.795 -2.316 0.05
H 2.513 -1.543 -1.080 0.05
C -2.150 -1.866 3.330 -0.16
C -3.045 -2.645 4.336 -0.14
N -3.987 -3.477 3.601 -0.17
C -3.259 -4.475 2.832 -0.14
C -2.272 -3.757 1.864 -0.15
N -2.457 -2.300 1.959 -0.21
C -3.859 -1.960 1.666 -0.14
C -4.789 -2.651 2.708 -0.14
H -1.093 -2.057 3.513 0.06
H -2.312 -0.792 3.396 0.10
H -3.602 -1.964 4.980 0.12
H -2.446 -3.298 4.974 0.12
H -3.979 -5.078 2.277 0.12
H -2.730 -5.135 3.521 0.12
H -2.455 -4.074 0.836 0.10
H -1.229 -3.974 2.109 0.10
H -4.094 -2.293 0.651 0.11
H -3.959 -0.873 1.706 0.12
H -5.525 -3.285 2.212 0.12
H -5.327 -1.916 3.307 0.12
C 1.563 -1.983 4.878 0.00
N 2.452 -2.672 3.956 -0.11
C 3.487 -3.496 4.336 -0.01
C 4.072 -3.952 3.208 -0.01
N 3.385 -3.402 2.149 -0.11
C 3.684 -3.618 0.748 -0.01
C 2.392 -2.622 2.614 -0.56
Se 1.055 -1.735 1.619 0.88
H 2.108 -1.749 5.789 0.11
H 0.709 -2.612 5.128 0.10
H 1.201 -1.067 4.419 0.07
H 3.716 -3.697 5.368 0.14
H 4.908 -4.616 3.074 0.14
H 4.439 -4.394 0.662 0.11
H 4.068 -2.701 0.299 0.08
H 2.782 -3.932 0.225 0.08



[3]
101
Properties=species:S:1:pos:R:3:lowdin_charge:R:1 method="wB97M-V/def2-TZVPD" orbital_gap_ha=0.352
C 2.426 -0.137 1.914 -0.05
C 0.971 -0.427 1.560 -0.26
O 0.798 -0.213 0.148 -0.20
P -0.458 0.410 -0.606 0.47
O -0.725 -0.259 -1.879 -0.25
C -1.897 0.393 0.485 -0.19
C -2.228 -0.948 1.110 -0.25
O -3.430 -0.820 1.914 -0.36
S -3.086 -0.681 3.494 0.88
O -2.314 0.547 3.646 -0.42
O -4.587 -0.355 3.929 -0.24
O -0.077 1.947 -0.806 -0.21
C -0.392 3.046 0.053 -0.27
C 0.347 3.052 1.390 -0.05
H 2.939 -1.035 2.252 0.08
H 2.935 0.248 1.032 0.07
H 2.511 0.603 2.711 0.07
H 0.730 -1.472 1.758 0.11
H 0.289 0.196 2.139 0.10
H -1.870 1.158 1.257 0.07
H -2.716 0.648 -0.196 0.12
H -1.419 -1.323 1.738 0.08
H -2.454 -1.703 0.358 0.13
H -4.708 0.611 3.874 0.09
H -1.473 3.116 0.186 0.11
H -0.101 3.930 -0.509 0.10
H 1.215 2.396 1.333 0.07
H 0.727 4.052 1.597 0.08
H -0.279 2.751 2.231 0.07
C -4.209 -4.921 1.349 -0.09
C -4.159 -5.940 0.407 -0.09
C -4.657 -5.727 -0.871 -0.09
C -5.205 -4.497 -1.208 -0.10
C -5.260 -3.481 -0.264 -0.09
C -4.763 -3.692 1.015 -0.10
H -3.816 -5.085 2.345 0.10
H -3.728 -6.898 0.668 0.10
H -4.616 -6.520 -1.606 0.09
H -5.585 -4.328 -2.208 0.10
H -5.683 -2.520 -0.527 0.10
H -4.802 -2.897 1.746 0.08
C 6.356 -0.008 -1.847 -0.11
C 5.157 0.509 -2.322 -0.11
C 3.979 -0.205 -2.156 -0.09
C 4.000 -1.435 -1.515 -0.10
C 5.198 -1.954 -1.042 -0.10
C 6.378 -1.241 -1.211 -0.09
H 7.274 0.552 -1.973 0.10
H 5.141 1.472 -2.817 0.10
H 3.041 0.197 -2.521 0.10
H 3.076 -1.983 -1.378 0.10
H 5.212 -2.912 -0.538 0.10
H 7.312 -1.643 -0.842 0.10
C -0.878 -0.453 6.541 -0.10
C -1.270 -0.371 7.871 -0.09
C -0.781 -1.282 8.797 -0.10
C 0.102 -2.275 8.395 -0.10
C 0.496 -2.358 7.067 -0.10
C 0.005 -1.447 6.142 -0.10
H -1.254 0.257 5.816 0.07
H -1.958 0.403 8.185 0.10
H -1.089 -1.219 9.833 0.10
H 0.484 -2.984 9.118 0.10
H 1.186 -3.131 6.754 0.10
H 0.311 -1.511 5.104 0.09
C 5.716 4.044 0.915 -0.09
C 6.443 3.289 0.005 -0.09
C 7.769 3.607 -0.255 -0.09
C 8.368 4.676 0.396 -0.10
C 7.641 5.429 1.307 -0.10
C 6.314 5.114 1.565 -0.10
H 4.681 3.797 1.117 0.10
H 5.977 2.453 -0.499 0.08
H 8.336 3.020 -0.967 0.10
H 9.403 4.922 0.193 0.10
H 8.109 6.263 1.815 0.10
H 5.747 5.703 2.274 0.10
C 0.059 5.615 -4.134 -0.09
C -0.918 6.368 -4.770 -0.10
C -2.259 6.068 -4.579 -0.10
C -2.624 5.018 -3.748 -0.09
C -1.647 4.267 -3.109 -0.09
C -0.306 4.564 -3.304 -0.10
H 1.106 5.845 -4.287 0.10
H -0.633 7.187 -5.418 0.10
H -3.021 6.653 -5.079 0.10
H -3.670 4.783 -3.600 0.10
H -1.930 3.444 -2.466 0.09
H 0.455 3.969 -2.814 0.10
C -4.956 -4.726 -6.963 -0.10
C -4.382 -3.496 -6.676 -0.10
C -3.743 -3.293 -5.461 -0.09
C -3.676 -4.323 -4.533 -0.10
C -4.249 -5.555 -4.821 -0.10
C -4.890 -5.756 -6.035 -0.10
H -5.455 -4.884 -7.911 0.10
H -4.432 -2.693 -7.401 0.10
H -3.296 -2.334 -5.235 0.10
H -3.177 -4.165 -3.585 0.10
H -4.193 -6.359 -4.098 0.09
H -5.337 -6.716 -6.259 0.10



[4]
106
Properties=species:S:1:pos:R:3:lowdin_spin:R:1 method="wB97M-V/def2-TZVPD" de_lowest_ev=0.030 orbital_gap_ha="0.266 / 0.243" total_charge=+1 multiplicity=2
V 0.484 0.761 1.319 0.95
O -1.837 0.785 4.250 0.00
C -1.502 1.493 3.313 0.00
O -0.270 1.578 2.896 0.02
C -2.535 2.304 2.572 0.00
C -3.532 2.881 3.359 0.00
C -4.521 3.664 2.790 0.00
C -4.542 3.856 1.415 0.00
C -3.572 3.264 0.625 0.00
C -2.559 2.486 1.187 0.00
P -1.369 1.669 0.061 0.00
C -1.070 3.014 -1.145 0.00
C -0.388 4.127 -0.652 0.00
C -0.058 5.182 -1.484 0.00
C -0.397 5.136 -2.832 0.00
C -1.089 4.042 -3.326 0.00
C -1.429 2.987 -2.485 0.00
C -2.393 0.432 -0.811 0.00
C -1.945 -0.141 -2.001 0.00
C -2.632 -1.198 -2.578 0.00
C -3.757 -1.724 -1.959 0.00
C -4.197 -1.176 -0.763 0.00
C -3.523 -0.102 -0.197 0.00
H -3.506 2.705 4.426 0.00
H -5.275 4.122 3.415 0.00
H -5.315 4.461 0.961 0.00
H -3.602 3.401 -0.449 0.00
H -0.146 4.187 0.404 0.00
H 0.454 6.047 -1.081 0.00
H -0.138 5.958 -3.485 0.00
H -1.378 4.005 -4.368 0.00
H -1.994 2.157 -2.889 0.00
H -1.051 0.230 -2.488 0.00
H -2.283 -1.613 -3.516 0.00
H -4.291 -2.551 -2.408 0.00
H -5.075 -1.572 -0.272 0.00
H -3.890 0.318 0.731 0.00
C 3.801 2.204 -3.940 0.00
C 4.476 3.249 -3.063 0.00
C 5.189 2.698 -1.832 0.00
C 4.294 1.906 -0.883 0.00
N 4.155 0.513 -1.295 0.00
C 3.017 -0.176 -1.442 0.00
S 1.482 0.515 -1.085 0.01
N 3.132 -1.403 -1.956 0.00
C 2.056 -2.364 -2.189 0.00
C 2.332 -3.214 -3.423 0.00
C 1.915 -2.567 -4.741 0.00
C 2.588 -1.238 -5.043 0.00
H 3.407 2.662 -4.847 0.00
H 2.960 1.729 -3.433 0.00
H 4.500 1.423 -4.247 0.00
H 3.730 3.980 -2.739 0.00
H 5.203 3.808 -3.655 0.00
H 5.624 3.528 -1.272 0.00
H 6.041 2.077 -2.130 0.00
H 3.291 2.330 -0.861 0.00
H 4.696 1.922 0.136 0.00
H 5.003 0.085 -1.640 0.00
H 4.055 -1.718 -2.219 0.00
H 1.134 -1.795 -2.311 0.00
H 1.949 -2.990 -1.297 0.00
H 1.797 -4.159 -3.307 0.00
H 3.393 -3.487 -3.451 0.00
H 0.829 -2.427 -4.732 0.00
H 2.115 -3.274 -5.548 0.00
H 2.315 -0.469 -4.319 0.00
H 2.300 -0.871 -6.027 0.00
H 3.677 -1.330 -5.038 0.00
N -6.291 -5.887 6.199 0.00
C -5.563 -5.352 5.491 0.00
C -4.652 -4.676 4.612 0.00
C -4.451 -3.303 4.757 0.00
C -3.580 -2.639 3.915 0.00
C -2.900 -3.360 2.939 0.00
C -3.090 -4.725 2.791 0.00
C -3.974 -5.383 3.627 0.00
N -1.988 -2.686 2.083 0.00
C -1.600 -3.044 0.810 0.00
C -0.756 -2.071 0.385 0.00
N -0.614 -1.120 1.367 0.01
C -1.369 -1.521 2.368 0.00
H -4.984 -2.758 5.522 0.00
H -3.452 -1.570 4.024 0.00
H -2.542 -5.286 2.048 0.00
H -4.132 -6.448 3.526 0.00
H -1.989 -3.914 0.316 0.00
H -0.279 -1.956 -0.569 0.00
H -1.478 -0.997 3.303 0.00
N 1.877 2.521 1.449 0.00
H 2.849 2.273 1.596 0.00
H 1.571 3.025 2.278 0.00
H 1.835 3.162 0.663 0.00
C 2.790 -2.319 2.005 0.00
C 1.878 -2.419 3.246 0.00
C 1.669 -0.961 3.669 0.00
O 2.068 -0.171 2.527 0.01
C 3.213 -0.858 2.013 0.00
H 2.222 -2.524 1.096 0.00
H 3.634 -3.005 2.045 0.00
H 2.348 -2.992 4.044 0.00
H 0.935 -2.905 2.999 0.00
H 2.320 -0.678 4.502 0.00
H 0.652 -0.673 3.924 0.00
H 4.057 -0.673 2.688 0.00
H 3.434 -0.435 1.035 0.00